# 1
The following is a DFT calculation (ωB97M-V/def2-TZVPD) of a cluster of 4 separate species, C17H34INO9S3 in total.

Each line ends with the Mulliken charge.
Positions of all 65 atoms, in Å:
O  -0.22  -0.15  1.67  -0.5033
C  -1.18  -0.92  1.95  0.4837
N  -2.40  -0.72  1.16  -0.3719
I  -3.39  -2.44  0.69  0.0947
O  -0.99  -1.80  3.03  -0.3169
C  -0.41  -3.09  2.68  -0.5225
C  1.16  -3.05  2.30  0.1603
C  1.47  -4.01  1.06  -0.8031
C  2.21  -3.35  -0.19  -0.1317
O  2.79  -2.04  0.02  -0.5815
H  -2.99  0.03  1.53  0.3132
H  -0.95  -3.68  1.88  0.3270
H  -0.49  -3.73  3.64  0.1867
H  1.73  -3.49  3.20  -0.0344
H  1.52  -1.98  2.21  0.4766
H  2.16  -4.86  1.44  0.3253
H  0.55  -4.56  0.64  0.3423
H  1.45  -3.27  -1.05  -0.0159
H  3.07  -4.04  -0.52  0.2545
H  2.27  -1.45  -0.57  0.4087
C  -1.82  0.19  -4.42  -0.6742
C  -1.49  1.23  -3.35  -0.3248
C  -1.37  0.48  -2.01  -0.6577
S  -0.85  -1.18  -2.41  1.1640
O  -1.92  -2.09  -2.05  -0.6176
O  0.51  -1.38  -1.97  -0.7021
C  -0.86  -0.97  -4.18  -0.8167
H  -1.71  0.60  -5.43  0.3310
H  -2.85  -0.15  -4.30  0.2951
H  -0.54  1.71  -3.58  0.0275
H  -2.24  2.01  -3.30  0.4576
H  -0.63  0.94  -1.36  0.3588
H  -2.33  0.42  -1.50  0.3313
H  -1.17  -1.90  -4.67  0.4603
H  0.16  -0.71  -4.49  0.3425
C  -1.30  6.62  -5.03  -0.5250
C  0.18  6.30  -4.81  -0.6592
C  0.32  4.78  -4.72  -0.6425
S  -1.03  4.10  -5.70  1.1512
O  -1.93  3.40  -4.81  -0.5599
O  -0.50  3.50  -6.89  -0.7202
C  -1.77  5.67  -6.12  -0.7787
H  -1.45  7.66  -5.31  0.3468
H  -1.85  6.43  -4.11  0.2851
H  0.77  6.67  -5.66  0.2991
H  0.57  6.78  -3.91  0.3255
H  1.26  4.43  -5.13  0.4164
H  0.20  4.42  -3.70  0.3195
H  -2.85  5.57  -6.17  0.3863
H  -1.37  5.97  -7.10  0.3517
C  0.94  -0.77  6.97  -0.7651
C  2.41  -1.12  7.22  -0.6678
C  2.51  -2.64  7.35  -0.6653
S  1.16  -3.31  6.38  1.1340
O  0.24  -3.97  7.27  -0.6891
O  1.70  -3.97  5.21  -0.6900
C  0.46  -1.74  5.89  -0.3504
H  0.81  0.26  6.65  0.3423
H  0.36  -0.92  7.89  0.3373
H  3.01  -0.78  6.37  0.2995
H  2.80  -0.62  8.11  0.3398
H  3.46  -3.02  6.96  0.3485
H  2.37  -2.96  8.38  0.3583
H  -0.62  -1.82  5.84  0.4310
H  0.87  -1.48  4.92  0.1742

## Properties
Energy: -2892.19434 a.u.
Frontier orbital gap: 8.74 eV
Charge: 0

# 2
The following is a DFT calculation (ωB97M-V/def2-TZVPD) of an isolated molecule of C4H8F2.

Each line ends with the Mulliken charge.
Positions of all 14 atoms, in Å:
C  0.66  1.70  -0.84  -0.3246
C  0.57  0.34  -0.21  -0.7629
C  -0.69  -0.07  0.54  -0.5519
C  -0.84  -1.50  0.98  -0.3829
H  0.16  2.45  -0.25  0.2694
H  1.78  1.83  -0.86  0.2552
H  0.76  -0.34  -1.04  0.3865
H  1.40  0.10  0.39  0.5135
H  -1.64  0.41  0.16  0.3293
H  -0.52  0.50  1.46  0.2872
H  -1.08  -2.07  0.11  0.2770
H  -1.65  -1.74  1.72  0.2871
F  -0.09  1.51  -1.98  -0.2830
F  0.39  -1.94  1.48  -0.3000

## Properties
Energy: -356.89818 a.u.
Frontier orbital gap: 12.39 eV
Charge: 0
ΔE to the lowest compared entry with this formula, charge and spin: 145.3 kJ/mol

# 3
The following is a DFT calculation (ωB97M-V/def2-TZVPD) of a cluster of 2 separate species, C5H9N2O2S in total.

Each line ends with the Mulliken charge.
Positions of all 19 atoms, in Å:
C  0.44  -1.38  0.32  0.2413
C  -2.33  0.46  0.13  -0.3912
C  -1.78  -0.60  -0.88  -0.8069
C  -1.17  1.35  0.38  -0.2584
C  -0.22  -0.35  -0.66  0.3751
N  -0.06  0.96  -0.10  -0.3998
N  3.01  0.97  0.89  -0.6763
O  -0.08  -1.64  1.38  -0.6950
O  1.56  -1.81  -0.18  -0.8182
S  3.76  0.11  -0.56  -0.2063
H  -3.21  1.23  -0.10  0.3010
H  -2.65  -0.01  1.05  0.1916
H  -2.01  -1.63  -0.68  0.3675
H  -2.22  -0.28  -1.82  0.3150
H  -1.20  2.31  1.03  0.3070
H  2.97  -0.96  -0.66  0.2269
H  0.37  -0.60  -1.56  0.2721
H  2.24  1.62  0.54  0.3384
H  2.60  0.23  1.47  0.3163

## Properties
Energy: -854.11611 a.u.
Frontier orbital gap: 8.17 eV
Charge: -1
ΔE to the lowest compared entry with this formula, charge and spin: 99.3 kJ/mol

# 4
The following is a DFT calculation (ωB97M-V/def2-TZVPD) of a structure of composition H16O9Y2.

Each line ends with the Mulliken spin population.
Positions of all 27 atoms, in Å:
Y  1.84  -0.44  2.02  0.0330
Y  1.00  2.44  -0.33  0.9734
O  0.70  0.16  0.14  -0.0514
H  -0.23  -0.09  -0.01  -0.0002
O  2.01  1.81  1.67  0.0148
H  2.43  2.61  2.03  -0.0027
O  -0.37  1.34  -2.18  -0.0007
H  -0.34  0.93  -3.04  0.0014
H  -1.01  2.04  -2.27  0.0052
O  -1.49  2.52  0.18  -0.0005
H  -1.99  2.03  0.83  0.0071
H  -1.88  3.39  0.18  -0.0096
O  -2.40  0.44  1.69  0.0011
H  -1.75  0.18  2.34  0.0030
H  -3.22  0.07  1.99  0.0000
O  -2.34  -0.91  -1.01  0.0012
H  -1.97  -0.19  -0.51  -0.0007
H  -1.59  -1.31  -1.45  -0.0002
O  3.33  -1.02  0.21  -0.0015
H  3.95  -1.70  -0.05  0.0037
H  3.16  -0.52  -0.59  0.0172
O  -0.08  -1.68  -1.90  0.0029
H  0.45  -2.24  -2.47  -0.0017
H  0.57  -1.21  -1.36  0.0036
O  0.62  -2.56  1.30  0.0009
H  -0.05  -2.82  0.67  0.0006
H  0.63  -3.27  1.94  0.0000

## Properties
Energy: -762.49933 a.u.
Frontier orbital gap (alpha / beta): 3.99 / 7.07 eV
Charge: +3
<S²>: 0.75
2S+1: 2

# 5
The following is a DFT calculation (ωB97M-V/def2-TZVPD) of a cluster of 2 separate species, C4H12N2O2 in total.

Each line ends with the Mulliken charge.
Positions of all 20 atoms, in Å:
O  0.31  -0.15  3.00  -0.4860
C  0.10  0.64  2.12  -0.1219
C  -0.07  0.17  0.70  0.4537
C  0.91  0.99  -0.23  -0.9605
C  0.98  0.43  -1.66  -0.4520
N  -0.16  1.03  -2.38  -0.6699
N  0.13  -1.28  0.68  -0.6379
H  -0.19  1.73  2.30  0.3043
H  -1.21  0.35  0.39  0.2402
H  0.51  2.02  -0.29  0.3932
H  1.89  1.00  0.32  0.4148
H  1.91  0.87  -2.10  0.3418
H  1.15  -0.64  -1.71  0.2970
H  -0.28  0.55  -3.26  0.2427
H  -1.05  0.88  -1.90  0.2277
H  0.83  -1.67  1.29  0.2125
H  0.18  -1.69  -0.24  0.2021
H  -1.67  -1.64  -0.38  0.3404
H  -2.45  -1.70  -1.75  0.2629
O  -1.71  -1.29  -1.29  -0.6051

## Properties
Energy: -419.56408 a.u.
Frontier orbital gap: 9.82 eV
Charge: 0
ΔE to the lowest compared entry with this formula, charge and spin: 221.6 kJ/mol

# 6
The following is a DFT calculation (ωB97M-V/def2-TZVPD) of a structure of composition C25H18N3O6PdS.

Each line ends with the Mulliken spin population.
Positions of all 54 atoms, in Å:
Pd  0.08  0.03  -0.38  1.4476
O  -0.06  0.11  2.06  0.0373
C  0.00  1.45  2.57  -0.0020
C  0.09  2.45  1.40  0.0124
O  -0.05  3.64  1.60  0.0202
O  0.41  1.96  0.24  0.2067
C  1.30  1.55  3.38  -0.0044
C  1.82  2.78  3.77  0.0012
C  3.00  2.84  4.50  0.0000
C  3.67  1.68  4.86  0.0002
C  3.15  0.46  4.49  -0.0003
C  1.97  0.39  3.75  0.0039
C  -1.21  1.65  3.49  0.0084
C  -1.45  0.64  4.43  0.0023
C  -2.56  0.68  5.25  -0.0006
C  -3.46  1.74  5.16  0.0006
C  -3.23  2.74  4.23  0.0004
C  -2.11  2.70  3.41  0.0015
H  -1.00  -0.06  1.88  -0.0005
H  1.31  3.69  3.48  0.0019
H  3.40  3.81  4.78  0.0000
H  4.59  1.74  5.42  0.0000
H  3.66  -0.46  4.76  0.0000
H  1.58  -0.57  3.45  0.0005
H  -0.75  -0.18  4.51  0.0002
H  -2.73  -0.11  5.97  0.0000
H  -4.34  1.77  5.79  0.0000
H  -3.92  3.57  4.15  0.0000
H  -1.93  3.50  2.70  0.0020
N  2.10  -0.44  -0.35  0.0669
C  3.15  -0.31  0.12  0.0148
C  4.44  -0.26  0.64  -0.0010
C  4.94  0.92  1.25  0.0005
N  5.37  1.87  1.74  0.0010
C  5.24  -1.43  0.56  0.0015
N  5.90  -2.37  0.50  0.0005
C  -2.02  -6.36  -2.15  0.0001
C  -2.11  -4.87  -1.94  0.0001
C  -1.17  -4.20  -1.17  0.0048
C  -1.25  -2.83  -0.98  -0.0039
C  -2.28  -2.11  -1.56  0.0086
C  -3.23  -2.77  -2.33  -0.0017
C  -3.14  -4.14  -2.51  0.0009
S  -2.42  -0.35  -1.37  0.0057
O  -3.71  0.01  -1.84  0.0134
O  -1.27  0.23  -2.14  0.0720
O  -2.14  -0.09  0.07  0.0742
H  -1.16  -6.78  -1.63  0.0000
H  -1.92  -6.60  -3.21  0.0001
H  -2.92  -6.86  -1.79  0.0000
H  -0.36  -4.75  -0.70  0.0003
H  -0.50  -2.35  -0.35  0.0017
H  -4.04  -2.20  -2.77  -0.0001
H  -3.88  -4.65  -3.11  0.0000

## Properties
Energy: -2105.30415 a.u.
Frontier orbital gap (alpha / beta): 7.75 / 6.23 eV
Charge: -1
ΔE to the lowest compared entry with this formula, charge and spin: 45.4 kJ/mol
<S²>: 2.00
2S+1: 3